<A>
A molecular structure, C2H6O2S2, computed with ωB97M-V/def2-TZVPD.

Output
HOMO-LUMO gap	9.1	eV
LUMO energy	0.013	Eh
HOMO	-8.8	eV

Positions of all 12 atoms, in Å:
1 C -1.695 0.097 0.627
2 C 0.258 0.077 -0.028
3 O 1.255 -0.840 -1.793
4 O 0.209 -0.930 -0.794
5 S 0.373 1.856 -0.650
6 S 1.376 0.262 1.383
7 H -2.157 1.073 0.495
8 H -1.422 -0.021 1.688
9 H -2.165 -0.685 0.061
10 H 1.283 -1.576 -2.376
11 H 1.655 1.465 -0.911
12 H 1.029 -0.778 2.299

***

<B>
2 unconnected molecules or ions with the total composition C2H6O2S2, computed with ωB97M-V/def2-TZVPD.

Output
HOMO-LUMO gap (alpha / beta)	6.6 / 6.9	eV
LUMO energy (alpha / beta)	-0.093 / -0.067	Eh
HOMO (alpha / beta)	-9.2 / -8.8	eV

Positions of all 12 atoms, in Å:
1 C 1.375 -2.061 1.566
2 C -1.405 1.676 -1.081
3 O 0.603 0.472 -0.266
4 O 0.226 2.592 0.894
5 S -0.226 -2.381 2.268
6 S -0.357 1.372 0.396
7 H 2.239 -2.037 2.217
8 H 1.522 -1.067 0.989
9 H 1.608 -2.914 0.761
10 H -2.325 2.120 -0.959
11 H -1.041 2.459 -1.682
12 H -1.638 0.780 -1.556

***

<B> comes first in stability; the runner-up is 42.5 kcal/mol higher.

***

<A>
2 unconnected molecules or ions with the total composition C3H10N3, computed with ωB97M-V/def2-TZVPD.

Output
net charge	+1
HOMO-LUMO gap	9.8	eV
LUMO energy	-0.162	Eh
HOMO	-14.2	eV

Positions of all 16 atoms, in Å:
1 C -1.178 0.996 0.604
2 C 1.762 1.015 -1.444
3 C -2.212 -1.007 1.168
4 N -0.789 2.080 0.800
5 N -1.333 -0.231 0.298
6 N -1.339 -0.631 -1.045
7 H 1.017 0.433 -0.910
8 H 2.598 0.403 -1.544
9 H 2.052 1.995 -0.882
10 H -2.005 -2.077 1.369
11 H -2.324 -0.464 2.146
12 H -3.197 -0.900 0.689
13 H -0.323 2.900 1.184
14 H 1.342 1.346 -2.330
15 H -1.147 -1.588 -1.240
16 H -0.731 -0.043 -1.591

***

<B>
2 unconnected molecules or ions with the total composition C3H10N3, computed with ωB97M-V/def2-TZVPD.

Output
net charge	+1
HOMO-LUMO gap	7.8	eV
LUMO energy	-0.199	Eh
HOMO	-13.2	eV

Positions of all 16 atoms, in Å:
1 C 2.597 0.390 -0.675
2 N 1.737 0.828 0.145
3 H 3.623 0.736 -0.631
4 H 2.270 -0.338 -1.408
5 H 0.761 0.483 0.098
6 H 1.978 1.478 0.887
7 C -1.179 0.108 -1.187
8 N -0.796 -0.707 -0.037
9 C -1.405 -0.477 1.193
10 N -1.436 -1.371 2.080
11 H -2.030 -0.295 -1.734
12 H -1.459 1.106 -0.851
13 H -0.355 0.223 -1.893
14 H -0.663 -1.693 -0.230
15 H -1.867 0.507 1.292
16 H -1.778 -0.978 2.952

***

<C>
2 unconnected molecules or ions with the total composition C3H10N3, computed with ωB97M-V/def2-TZVPD.

Output
net charge	+1
HOMO-LUMO gap	10.8	eV
LUMO energy	-0.133	Eh
HOMO	-14.4	eV

Positions of all 16 atoms, in Å:
1 C -0.995 1.456 -1.528
2 C -0.111 0.546 -1.780
3 C 0.884 -0.572 1.242
4 N -0.349 -0.533 0.985
5 N 1.883 -1.311 0.857
6 N -0.887 -1.440 0.097
7 H -0.924 1.897 -0.515
8 H -1.697 1.762 -2.277
9 H -0.141 0.046 -2.767
10 H 0.643 0.240 -1.017
11 H 0.993 0.178 2.067
12 H 2.798 -1.225 1.286
13 H 1.941 -1.995 0.192
14 H -0.922 -1.043 -0.885
15 H -1.929 -1.676 0.473
16 H -0.354 -2.305 -0.011

***

<B> comes first in stability; the runner-up is 36.9 kcal/mol higher.

***

<A>
A gas-phase ion, C3H10N3 (charge +1), computed with ωB97M-V/def2-TZVPD.

Output
net charge	+1
HOMO-LUMO gap	11.8	eV
LUMO energy	-0.116	Eh
HOMO	-14.9	eV

Positions of all 16 atoms, in Å:
1 C -1.400 1.575 0.656
2 C -1.196 0.549 -0.459
3 N -0.420 -0.627 0.024
4 C 0.883 -0.807 -0.066
5 N 1.458 -1.827 0.590
6 N 1.677 0.055 -0.712
7 H -0.441 1.861 1.066
8 H -1.792 2.478 0.183
9 H -2.067 1.182 1.417
10 H -0.678 1.002 -1.296
11 H -2.168 0.156 -0.726
12 H -0.946 -1.436 0.310
13 H 0.878 -2.515 1.042
14 H 2.368 -2.125 0.268
15 H 2.607 -0.233 -0.967
16 H 1.237 0.714 -1.332

***

<B>
2 unconnected molecules or ions with the total composition C3H10N3, computed with ωB97M-V/def2-TZVPD.

Output
net charge	+1
HOMO-LUMO gap	8.9	eV
LUMO energy	-0.151	Eh
HOMO	-13.0	eV

Positions of all 16 atoms, in Å:
1 C 0.954 -2.084 0.660
2 C -0.427 -1.385 0.614
3 C 0.824 -0.757 0.156
4 N 1.376 0.261 -0.366
5 N -1.032 1.305 0.162
6 N -0.724 1.853 -1.070
7 H 1.253 -2.473 1.709
8 H 1.222 -2.888 -0.007
9 H -1.132 -1.585 -0.231
10 H -0.774 -0.967 1.614
11 H -2.043 1.126 0.372
12 H -0.908 2.839 -1.301
13 H -0.755 2.137 0.732
14 H -1.184 1.159 -1.871
15 H 0.972 1.158 -0.728
16 H 2.379 0.301 -0.446

***

<A> comes first in stability; the runner-up is 112.4 kcal/mol higher.